Density functional theory data (ωB97M-V/def2-TZVPD) for a 6-piece molecular cluster, C23H43O7PS5 overall.

Last column: Mulliken charge in e.
Atoms and positions in Å:
S  -0.638  -0.924  -6.633  0.5026
S  1.362  5.537  1.357  0.4690
S  -1.469  -2.241  2.980  0.7247
S  2.947  -5.127  3.982  0.4863
S  -6.339  -3.251  3.116  0.6995
P  2.100  3.097  -2.717  0.2035
O  -1.315  -3.599  3.581  -0.7165
O  0.753  5.486  -0.003  -0.5314
O  4.403  -5.300  4.254  -0.6440
O  -6.955  -2.091  3.817  -0.6475
O  1.454  -1.330  2.144  -0.3407
O  3.734  2.905  -0.113  -0.5175
O  -1.069  0.502  -6.664  -0.5902
C  2.086  1.139  -0.555  0.2232
C  3.410  0.015  1.986  -0.4374
C  0.363  -0.788  -0.444  -0.4619
C  2.068  -5.429  5.526  -0.8695
C  3.277  1.818  0.158  0.2658
C  3.105  5.940  1.151  -0.8470
C  3.958  1.086  1.363  -0.6666
C  1.495  -0.055  0.105  0.3830
C  0.644  4.308  -2.575  -1.0995
C  -1.388  -1.044  4.323  -1.0646
C  0.336  0.794  -2.381  -0.1157
C  -0.638  -1.525  -8.333  -0.9594
C  -7.204  -4.735  3.662  -1.0386
C  1.472  1.560  -1.819  0.3634
C  2.616  -3.358  3.925  -0.4783
C  -6.983  -3.270  1.432  -1.0469
C  2.073  -0.534  1.460  0.2187
C  2.477  2.718  -4.519  -0.5298
C  1.153  -0.943  -6.427  -0.8023
C  1.204  2.898  -5.482  -0.8558
C  -0.233  -0.390  -1.713  -0.9855
C  -3.220  -2.006  2.622  -1.1056
C  0.890  7.112  2.099  -1.0466
H  -6.598  -2.396  0.908  0.2993
H  3.109  -2.944  3.049  0.1451
H  -1.107  -0.944  -2.136  0.3950
H  3.008  -2.877  4.823  0.3763
H  2.493  -4.817  6.322  0.2925
H  2.996  1.740  -4.688  0.3248
H  3.211  3.511  -4.848  0.3771
H  4.947  1.479  1.714  0.3711
H  -3.505  -2.692  1.826  0.3860
H  -0.213  -2.530  -8.364  0.3502
H  1.519  -1.966  -6.520  0.4444
H  -8.073  -3.232  1.450  0.3984
H  1.541  -3.191  3.847  0.0436
H  0.112  4.000  -1.636  0.3041
H  0.287  2.647  -4.898  0.1215
H  -3.813  -2.217  3.512  0.2874
H  1.621  -0.306  -7.180  0.3090
H  -1.616  -0.049  3.938  0.3326
H  1.010  -5.194  5.393  0.2866
H  -1.668  -1.557  -8.686  0.3294
H  3.595  5.099  0.662  0.2390
H  -6.646  -4.175  0.924  0.3593
H  3.558  6.105  2.130  0.3846
H  3.942  -0.429  2.856  0.3830
H  -3.390  -0.979  2.293  0.4041
H  -0.035  -1.663  0.116  0.3977
H  -0.057  -0.852  -8.965  0.2974
H  -6.860  -5.592  3.081  0.3502
H  -6.976  -4.898  4.715  0.3149
H  1.059  5.330  -2.433  0.3394
H  -0.093  4.211  -3.411  0.4692
H  2.175  -6.483  5.781  0.3352
H  -2.097  -1.316  5.107  0.4252
H  1.152  3.993  -5.737  0.3486
H  -0.157  1.082  -3.344  0.3030
H  -0.184  7.098  2.279  0.3355
H  -0.377  -1.052  4.729  0.2868
H  -8.280  -4.605  3.540  0.3378
H  1.415  7.239  3.047  0.3888
H  1.134  7.930  1.420  0.3096
H  3.209  6.833  0.532  0.3195
H  1.333  2.247  -6.378  0.2257
H  1.388  -0.563  -5.433  0.1300

E_tot = -3760.89496 Ha
HOMO = -0.272 hartree

---

Density functional theory data (ωB97M-V/def2-TZVPD) for a 3-piece molecular cluster, C23H44BClF3O12 overall.

Last column: Mulliken charge in e.
Atoms and positions in Å:
Cl  2.014  2.994  -1.227  -0.2194
F  5.067  -4.457  -3.498  -0.2876
F  5.374  -3.470  -1.348  -0.2515
F  4.454  -5.741  -1.466  -0.3017
O  -3.683  -0.548  5.273  -0.2784
O  0.914  -1.971  2.091  -0.2112
O  -2.803  1.460  5.145  -0.2571
O  -5.084  1.272  5.349  -0.5570
O  -2.854  6.407  1.319  -0.3281
O  3.008  -3.296  2.489  -0.5482
O  0.047  -1.656  -4.347  -0.2821
O  -3.093  4.497  0.064  -0.5380
O  -2.670  -0.625  -0.851  -0.5973
O  2.212  -4.702  -3.229  -0.5844
O  -4.484  5.021  1.816  -0.3169
O  -1.508  0.143  -4.059  -0.2359
C  3.579  -0.246  1.172  -0.9102
C  -5.201  3.813  1.569  -0.6029
C  1.483  -0.862  2.872  -0.4163
C  -3.970  0.778  5.265  0.7530
C  3.122  2.696  -2.682  -0.5790
C  -2.361  0.623  -1.621  0.5110
C  -1.362  -1.254  -4.501  -0.3833
C  0.413  -1.808  -2.923  0.0106
C  -3.441  5.233  0.974  0.7964
C  3.320  -1.145  -0.172  0.2877
C  0.785  -4.630  2.134  -0.9383
C  -2.952  2.879  5.122  -0.4313
C  1.675  -3.220  2.251  0.6792
C  2.940  -3.771  -2.303  0.3499
C  3.377  1.121  -3.055  -0.2731
C  -2.707  0.334  -3.217  -0.4268
C  2.230  0.297  1.926  -0.3816
C  3.078  -2.300  -3.013  -0.7768
C  2.024  0.246  -3.353  -0.2792
C  4.451  -4.381  -2.121  0.7060
C  1.907  -0.860  -0.948  0.5894
C  -1.733  6.761  0.512  -0.5944
C  -4.825  -1.394  5.394  -0.6323
B  1.938  -1.201  -2.575  0.2277
H  -1.176  0.745  -1.569  -0.1060
H  1.458  -5.587  2.082  0.2783
H  -4.549  2.944  1.698  0.2742
H  1.491  0.229  -0.852  -0.6445
H  0.301  -2.942  -2.658  0.0064
H  2.295  -3.737  -1.327  0.1297
H  4.187  3.152  -2.392  0.3252
H  2.156  -1.194  3.781  0.3413
H  -5.501  -1.254  4.545  0.2925
H  -0.941  6.010  0.599  0.2903
H  0.556  -0.290  3.359  0.1847
H  1.095  0.886  -2.969  -0.1135
H  -1.637  -1.357  -5.657  0.1421
H  -0.313  -1.224  -2.184  -0.4845
H  4.093  0.677  -2.243  0.0775
H  -1.342  7.715  0.876  0.2107
H  -6.012  3.746  2.300  0.1955
H  2.598  1.119  2.710  0.3412
H  2.632  3.258  -3.603  0.3023
H  -4.479  -2.431  5.391  0.2166
H  4.165  -1.826  -2.901  0.1906
H  -5.641  3.823  0.567  0.3070
H  -1.811  -0.915  -0.381  0.3250
H  1.108  -1.619  -0.488  -0.1578
H  -1.957  3.321  5.024  0.2327
H  -2.034  6.889  -0.533  0.2846
H  -3.397  3.236  6.057  0.2955
H  4.284  -0.997  -0.861  0.3133
H  3.326  -2.309  0.094  -0.1363
H  2.947  -2.473  -4.185  0.3028
H  -3.244  1.305  -3.618  0.2234
H  0.191  -4.533  1.104  0.2446
H  4.002  1.121  -4.072  0.2378
H  4.354  0.613  0.902  0.2508
H  -3.498  -0.544  -3.337  0.2573
H  -2.008  -2.031  -3.904  0.3001
H  4.150  -0.932  1.965  0.2468
H  -5.345  -1.208  6.340  0.2850
H  1.455  0.840  1.238  0.1357
H  1.940  -5.524  -2.688  0.3622
H  -3.553  3.190  4.262  0.0900
H  -2.924  1.567  -1.204  0.0473
H  1.906  0.170  -4.515  0.3215
H  -0.012  -4.665  3.021  0.2888

E_tot = -2590.02168 Ha
HOMO = -0.192 hartree
net charge = -1

---

Density functional theory data (ωB97M-V/def2-TZVPD) for C23H44Cl3HgN4O3SSi as an isolated structure.

Last column: Mulliken charge in e.
Atoms and positions in Å:
Hg  3.101  2.011  -4.787  1.1219
Cl  1.485  -0.516  -0.677  -0.0121
Cl  3.167  3.084  -2.790  -0.6492
Cl  2.295  1.234  -6.890  -0.6416
S  -0.002  -1.448  1.570  -0.4303
Si  3.126  -2.172  -2.323  -0.0726
O  4.673  0.621  -4.916  -0.5159
O  -0.740  -1.795  -2.342  -0.5665
O  3.909  -2.008  1.296  -0.5725
N  -0.527  -3.846  -3.347  0.1848
N  -2.250  -0.788  2.777  -0.2402
N  4.033  0.242  1.604  0.1715
N  -1.427  0.826  1.336  -0.0956
C  2.946  -2.669  -4.155  -0.5349
C  -1.297  -0.402  1.905  0.4452
C  5.077  -2.930  -7.591  -0.6992
C  5.729  0.301  -5.685  -0.3475
C  6.567  2.011  -3.951  -0.7606
C  9.313  1.302  -5.006  -1.5991
C  6.591  -2.139  -5.382  0.2621
C  -0.923  -2.557  -3.305  0.0478
C  3.435  -0.987  1.718  0.0430
C  2.267  -0.312  -2.361  -0.7094
C  3.348  1.492  1.891  -0.7900
C  5.041  -2.019  -2.022  -1.0668
C  4.953  -1.643  -7.084  -0.2362
C  -3.661  -0.407  2.707  -0.9801
C  6.727  -3.443  -5.865  -0.9226
C  8.135  0.578  -5.409  -0.1852
C  6.865  0.958  -4.944  0.4378
C  -0.489  -4.572  -4.606  -0.8389
C  5.754  -1.218  -6.008  0.2475
C  5.988  -3.825  -7.008  -0.4308
C  -1.999  1.965  2.051  -1.0409
C  0.140  -4.445  -2.193  -0.7587
C  5.261  0.354  0.840  -0.9707
H  -0.056  -5.524  -2.228  0.3674
H  4.464  -3.248  -8.453  0.3580
H  5.133  -2.184  -0.941  0.4902
H  10.140  0.767  -5.463  0.4104
H  6.134  -4.814  -7.425  0.3596
H  8.156  -0.229  -6.093  0.5138
H  7.397  -4.138  -5.357  0.3372
H  -3.065  2.068  1.816  0.2805
H  4.182  -0.946  -7.441  0.2320
H  7.097  -1.807  -4.462  0.4251
H  5.303  0.801  -6.559  0.3162
H  -0.703  1.033  0.648  0.2493
H  -3.968  -0.110  1.695  0.3172
H  3.070  2.006  0.958  0.2377
H  -0.260  -4.006  -1.276  0.2407
H  2.449  1.286  2.496  0.2795
H  2.390  -2.016  -4.850  0.3550
H  3.869  -3.030  -4.629  0.0240
H  7.473  2.588  -3.772  0.4259
H  6.242  1.601  -2.979  -0.0793
H  2.454  -0.918  2.236  0.3072
H  -2.079  -1.747  3.112  0.2932
H  5.777  2.721  -4.262  0.1379
H  1.319  -0.290  -2.898  0.5449
H  2.300  -1.655  -1.152  0.0459
H  9.317  2.334  -5.367  0.3003
H  -1.428  -2.251  -4.249  0.3089
H  1.230  -4.281  -2.235  0.1169
H  -0.629  -5.638  -4.415  0.2768
H  -1.488  2.871  1.706  0.3764
H  5.039  0.646  -0.200  0.2737
H  2.741  0.655  -2.224  0.1468
H  5.886  1.136  1.291  0.3184
H  2.402  -3.588  -3.966  0.1272
H  9.449  1.312  -3.922  0.3224
H  -1.864  1.867  3.136  0.3366
H  5.775  -0.608  0.847  0.3217
H  5.506  -2.915  -2.511  0.2887
H  0.469  -4.428  -5.135  0.2791
H  -3.875  0.406  3.415  0.2724
H  5.698  -1.167  -2.226  0.1934
H  -4.248  -1.279  3.010  0.3559
H  -1.300  -4.192  -5.248  0.3295
H  4.022  2.148  2.452  0.2918

E_tot = -3569.10555 Ha
ΔE to the lowest compared entry with this formula, charge and spin = 473.7 kJ/mol
HOMO = -0.165 hartree
net charge = -1